6 unconnected molecules or ions with the total composition C2H14O6, computed with ωB97M-V/def2-TZVPD.

```
22
Properties=species:S:1:pos:R:3:forces:R:3
C -1.1760 -2.2334 1.8236 0.35 1.55 0.41
H -2.2468 -2.1144 1.9287 -0.11 -0.97 -0.33
H 3.9271 2.3374 -0.2835 0.01 0.14 -0.02
H 3.1452 1.2344 -0.9577 -0.11 0.02 0.05
H -0.7074 2.8087 -0.6285 0.01 0.01 0.01
O -0.6175 1.8747 -0.8360 0.04 -0.21 -0.25
H -0.8224 2.0171 2.5059 0.20 -0.41 0.35
H 0.6916 -2.9449 2.3343 0.15 -0.16 -0.47
O 1.4310 -0.1903 -2.2111 0.05 -0.31 0.37
O 3.2312 2.1950 -0.9325 0.11 -0.24 0.03
H 1.6377 0.7414 -2.2914 -0.23 0.39 -0.11
H 0.0118 -1.0039 0.9396 1.93 -0.10 -1.41
H -0.8727 1.4429 -0.0058 0.01 0.34 0.00
H -0.6518 -4.2123 2.3261 -0.25 -0.20 0.18
H 2.0637 -0.6482 -2.7675 0.04 -0.04 -0.18
H -1.2269 -0.2730 -2.3927 0.17 0.18 -0.03
O -1.3880 1.6224 1.8470 -0.78 0.58 -0.64
O -0.6953 -0.9485 1.5307 -1.96 -0.48 1.40
H -2.0360 0.8854 -2.9488 0.10 0.19 0.19
O -1.8816 -0.0531 -3.0617 -0.18 -0.35 -0.17
H -1.4746 0.6656 1.9360 0.55 0.03 0.47
C -0.3424 -3.2029 2.1454 -0.13 0.03 0.14
```
Forces are in eV/Å.

## Properties
* Kohn-Sham gap: 0.3794 Eh
* LUMO level: 0.40 eV
* HOMO level: -9.92 eV
* E: -14585.0194 eV
* max |F|: 2.46 eV/Å